Record 1
An isolated molecule of C6H10FN in a non-equilibrium geometry. Source: the Open Molecules 2025 dataset; level of theory: ωB97M-V/def2-TZVPD.

```
18
Properties=species:S:1:pos:R:3
F -2.537 -0.250 -0.121
C -1.199 -0.075 -0.010
C -0.534 -1.068 0.886
C 0.850 -1.171 0.317
C 1.001 0.007 -0.565
C 0.683 1.243 0.458
N -0.750 1.357 0.570
C -0.394 -0.031 -1.363
H -1.282 -2.064 0.893
H -0.557 -0.783 1.951
H 1.717 -0.980 0.976
H 1.078 -2.107 -0.167
H 1.875 0.296 -1.156
H 1.118 1.104 1.346
H 1.124 2.182 -0.001
H -1.097 2.157 0.074
H -0.620 0.923 -1.859
H -0.476 -0.740 -2.229
```

Properties
- Orbital gap: 10.01 eV
- E_LUMO: 1.01 eV
- Net charge: 0

***

Record 2
A cluster of 2 separate species, C3H6BNO2 in total in a non-equilibrium geometry. Source: the Open Molecules 2025 dataset; level of theory: ωB97M-V/def2-TZVPD.

```
13
Properties=species:S:1:pos:R:3
B -1.783 0.416 -0.029
C -3.108 -0.239 0.236
C 2.161 -0.805 -0.032
C 0.943 0.103 0.142
N -4.016 -0.924 0.396
O -1.447 1.592 -0.341
O -0.088 -0.729 0.358
H 2.818 -0.769 0.790
H 1.611 -1.860 -0.117
H 2.786 -0.576 -0.897
H 0.891 0.838 -0.798
H 1.304 0.764 0.907
H -2.072 2.189 -0.614
```

Properties
- Orbital gap: 8.80 eV
- E_LUMO: -0.49 eV
- Net charge: 0

***

Record 3
A structure of composition C38H46FN2NaO2S2. Source: the Open Molecules 2025 dataset; level of theory: ωB97M-V/def2-TZVPD.

```
92
Properties=species:S:1:pos:R:3
Na 0.229 0.366 -0.466
O -0.999 -1.612 2.813
C -0.997 -2.968 2.475
C -1.171 -3.265 1.003
C -1.991 -4.309 0.593
C -2.051 -4.625 -0.755
C -1.270 -3.902 -1.639
C -0.475 -2.877 -1.142
N -0.437 -2.548 0.150
H -0.377 -1.128 2.252
H -1.809 -3.432 3.040
H -0.062 -3.459 2.786
H -2.587 -4.846 1.322
H -2.698 -5.420 -1.106
H -1.270 -4.115 -2.699
H 0.164 -2.286 -1.791
C 4.254 2.621 -2.669
C 3.167 1.596 -2.360
S 1.583 2.306 -2.049
C 3.451 0.276 -2.358
C 4.849 -0.226 -2.659
S 2.333 -1.028 -1.988
H 3.851 3.622 -2.534
H 4.615 2.540 -3.703
H 5.126 2.518 -2.012
H 5.545 0.565 -2.948
H 4.812 -0.965 -3.466
H 5.258 -0.745 -1.785
C -1.329 5.129 -0.452
C -1.481 3.757 -1.116
C -1.337 3.904 -2.634
C -2.795 3.091 -0.752
C -3.964 3.581 -1.329
C -5.194 3.000 -1.085
C -5.249 1.897 -0.248
C -4.110 1.382 0.364
C -4.309 0.157 1.237
C -3.841 0.314 2.686
C -3.701 -1.079 0.577
C -2.847 1.984 0.129
N -1.675 1.493 0.733
C -1.257 2.137 1.825
C -1.918 3.200 2.510
C -1.402 3.778 3.659
C -0.208 3.354 4.225
C 0.468 2.302 3.600
C -0.052 1.740 2.470
F 0.647 0.693 1.902
H -0.369 5.570 -0.732
H -1.365 5.051 0.635
H -2.125 5.807 -0.780
H -0.668 3.122 -0.763
H -2.019 4.667 -3.026
H -1.555 2.963 -3.143
H -0.312 4.180 -2.884
H -3.901 4.431 -2.000
H -6.093 3.389 -1.551
H -6.204 1.417 -0.054
H -5.395 0.007 1.276
H -2.761 0.244 2.764
H -4.271 -0.489 3.295
H -4.163 1.271 3.101
H -2.654 -0.896 0.340
H -4.226 -1.330 -0.349
H -3.760 -1.938 1.251
H -2.858 3.560 2.111
H -1.957 4.588 4.124
H 0.193 3.815 5.118
H 1.404 1.915 3.986
C -3.612 1.460 -8.057
C -2.857 1.107 -6.804
C -1.471 1.142 -6.769
C -0.763 0.840 -5.612
C 0.740 0.914 -5.617
C -1.471 0.491 -4.447
C -0.684 0.224 -3.235
O -1.188 -0.039 -2.155
C -2.882 0.457 -4.462
C -3.697 0.135 -3.241
C -3.541 0.759 -5.645
H -2.934 1.589 -8.901
H -4.169 2.392 -7.928
H -4.335 0.682 -8.314
H -0.923 1.421 -7.664
H 1.097 1.248 -6.593
H 1.187 -0.060 -5.401
H 1.114 1.590 -4.837
H 0.404 0.269 -3.314
H -3.551 0.890 -2.465
H -3.395 -0.812 -2.794
H -4.757 0.098 -3.499
H -4.628 0.737 -5.657
```

Properties
- Orbital gap: 3.77 eV
- E_LUMO: 3.81 eV
- Net charge: -2

***

Record 4
A cluster of 2 separate species, C5H11N in total in a non-equilibrium geometry. Source: the Open Molecules 2025 dataset; level of theory: ωB97M-V/def2-TZVPD.

```
17
Properties=species:S:1:pos:R:3
C 0.991 -1.990 -0.504
C 0.902 -1.120 -1.499
C -0.369 -0.402 -1.855
H 1.940 -2.336 -0.120
H 0.087 -2.407 -0.080
H 1.803 -0.761 -1.986
H -1.140 -0.808 -1.192
H -0.655 -0.498 -2.897
H -0.279 0.639 -1.539
C 0.879 1.340 1.353
N -0.218 1.927 1.285
C -1.451 1.196 1.526
H 1.790 1.678 0.858
H 1.080 0.424 1.927
H -1.298 0.113 1.538
H -1.951 1.479 2.459
H -2.110 1.527 0.726
```

Properties
- Orbital gap: 10.44 eV
- E_LUMO: 1.14 eV
- Net charge: 0

***

Record 5
A structure of composition C17H34BeOP2 in a non-equilibrium geometry. Source: the Open Molecules 2025 dataset; level of theory: ωB97M-V/def2-TZVPD.

```
55
Properties=species:S:1:pos:R:3
P 0.156 -1.669 -2.259
P 0.196 1.565 -2.169
C -0.232 -0.674 -3.791
C 0.448 0.681 -3.777
H -1.325 -0.565 -3.836
H 0.112 -1.266 -4.646
H 1.535 0.590 -3.900
H 0.031 1.346 -4.540
C -1.476 2.264 -2.551
H -1.784 2.983 -1.781
H -2.227 1.464 -2.581
H -1.423 2.749 -3.530
C 1.272 2.986 -2.569
H 0.908 3.428 -3.505
H 2.286 2.590 -2.700
H 1.264 3.709 -1.748
C -0.958 -3.052 -2.713
H -0.900 -3.834 -1.950
H -0.678 -3.434 -3.704
H -1.981 -2.654 -2.737
C 1.805 -2.272 -2.803
H 2.517 -1.438 -2.803
H 1.730 -2.696 -3.812
H 2.171 -3.025 -2.096
Be 0.626 -1.323 4.113
C 0.615 2.097 0.842
C -0.717 1.905 0.827
C -1.580 0.798 0.240
C -1.926 -0.483 1.013
C -0.844 -1.348 1.559
C 0.505 -1.146 1.589
C 1.229 -0.365 0.525
C 1.709 1.080 0.771
C 0.429 -2.401 5.372
H 0.945 3.121 1.031
H -1.310 2.688 1.353
H -1.234 0.505 -0.767
H -2.543 1.282 -0.014
H -2.665 -0.230 1.776
H -2.484 -1.139 0.338
H -1.237 -2.297 1.967
H 1.116 -1.833 2.240
H 0.598 -0.298 -0.382
H 2.094 -0.971 0.185
H 2.335 1.079 1.659
H 2.353 1.345 -0.074
H 1.246 -2.369 6.104
H 0.313 -3.436 5.039
H -0.482 -2.078 5.885
C -0.830 1.055 5.093
C 0.315 0.401 4.472
O 1.353 0.887 4.031
H -1.458 1.459 4.289
H -0.483 1.877 5.746
H -1.433 0.362 5.676
```

Properties
- Orbital gap: 7.45 eV
- E_LUMO: 0.44 eV
- Net charge: 0

***

Record 6
A structure of composition C37H52AsBrCoN4O2P2S. Source: the Open Molecules 2025 dataset; level of theory: ωB97M-V/def2-TZVPD.

```
101
Properties=species:S:1:pos:R:3
Co -0.680 -0.404 -0.153
C -1.307 4.030 -0.188
C -2.226 3.433 0.848
C -2.534 4.227 1.954
C -3.403 3.804 2.943
C -4.005 2.558 2.839
C -3.717 1.755 1.749
C -2.825 2.166 0.751
P -2.462 0.940 -0.554
C -2.539 1.809 -2.148
C -3.297 2.977 -2.253
C -3.450 3.621 -3.469
C -2.837 3.097 -4.598
C -2.110 1.922 -4.503
C -1.965 1.248 -3.291
C -1.295 -0.103 -3.320
C -3.861 -0.185 -0.634
C -5.191 0.194 -0.821
C -6.172 -0.778 -0.851
C -5.818 -2.119 -0.701
C -4.493 -2.485 -0.541
C -3.487 -1.516 -0.515
C -2.023 -1.883 -0.413
H -0.493 4.564 0.301
H -1.848 4.759 -0.795
H -0.888 3.297 -0.874
H -2.080 5.208 2.025
H -3.625 4.452 3.781
H -4.708 2.221 3.589
H -4.216 0.799 1.655
H -3.769 3.393 -1.371
H -4.042 4.524 -3.533
H -2.937 3.593 -5.554
H -1.661 1.500 -5.394
H -0.607 -0.163 -4.163
H -2.047 -0.887 -3.442
H -0.729 -0.368 -2.418
H -5.453 1.239 -0.930
H -7.208 -0.502 -0.987
H -6.588 -2.879 -0.718
H -4.231 -3.533 -0.441
H -1.751 -2.358 -1.366
H -1.920 -2.671 0.340
Br 1.903 3.939 2.509
C 1.688 2.963 0.913
C 2.291 3.370 -0.263
C 2.059 2.615 -1.399
C 1.239 1.507 -1.316
N 0.629 1.139 -0.185
C 0.860 1.859 0.914
H 2.905 4.260 -0.292
H 2.495 2.891 -2.349
H 1.046 0.903 -2.193
H 0.331 1.576 1.812
C -0.238 -0.043 3.764
S -0.875 -0.969 2.368
C -2.548 -1.170 2.966
O -0.230 -2.316 2.445
H -0.472 -0.593 4.674
H -0.690 0.950 3.788
H 0.842 0.033 3.638
H -2.922 -0.212 3.321
H -2.501 -1.901 3.773
H -3.167 -1.539 2.150
C 2.272 -5.010 0.516
N 3.137 -3.743 0.559
C 3.758 -3.547 -0.830
N 2.754 -3.483 -1.829
C 1.935 -4.694 -1.808
N 1.298 -4.903 -0.511
C 0.261 -3.908 -0.219
P 0.948 -2.185 -0.178
C 2.342 -2.542 0.984
C 1.953 -2.259 -1.733
H 1.810 -5.117 1.496
H 2.954 -5.839 0.324
H 3.893 -3.883 1.231
H 4.412 -4.404 -0.993
H 4.336 -2.625 -0.787
H 2.573 -5.550 -2.031
H 1.168 -4.623 -2.576
H -0.188 -4.116 0.751
H -0.516 -3.993 -0.975
H 1.931 -2.723 1.975
H 2.994 -1.661 0.980
H 2.617 -1.390 -1.743
H 1.294 -2.189 -2.601
C 4.938 0.972 2.882
As 5.021 0.616 0.997
C 5.769 2.183 0.169
C 6.348 -0.763 0.767
O 3.552 0.148 0.389
H 5.934 1.177 3.274
H 4.519 0.103 3.386
H 4.297 1.834 3.052
H 6.831 2.232 0.403
H 5.276 3.075 0.551
H 5.634 2.122 -0.910
H 7.336 -0.387 1.029
H 6.352 -1.076 -0.276
H 6.112 -1.609 1.411
```

Properties
- 2S+1: 2
- <S²>: 0.78
- Orbital gap (spin up / spin down): 8.67 / 8.73 eV
- E_LUMO (spin up / spin down): -4.43 / -4.40 eV
- Net charge: +2